(1)
12 unconnected molecules or ions with the total composition C6H33N2O11 at a distorted geometry, computed with ωB97M-V/def2-TZVPD.

Output
largest force on an atom: 6.8 eV/A
DFT total energy: -32251.4820 eV
net charge: +1
E_LUMO: -2.626 eV
ΔE to the lowest compared entry with this formula, charge and spin: 6.920 eV
2S+1: 1
HOMO-LUMO gap: 0.3037 hartree

Geometry as XYZ:
```
52
Properties=species:S:1:pos:R:3:forces:R:3:mulliken_charge:R:1
C 2.14422 -3.90083 -1.03649 0.7409 -0.8347 -1.8687 -0.5416
C 0.80820 -3.60441 -1.90597 -0.0692 -0.1837 0.0780 -0.5799
C 0.08898 -2.43725 -1.27672 -3.2514 -2.2999 -0.4219 0.5855
C -1.21636 -2.69876 -0.70882 2.6895 2.0502 1.3466 -1.2133
N -1.60105 -1.53745 -0.11421 -0.5749 1.7051 -0.4341 0.4323
C -0.75809 -0.51904 -0.59663 -1.0944 0.8714 2.4548 -1.5292
C 0.32925 -1.04272 -1.24573 -0.4057 -0.4083 -0.7919 -0.3278
N 2.48647 -2.82766 0.00275 -1.3259 -0.1893 -1.7860 0.0094
H 3.00564 -4.00639 -1.75013 -0.6172 0.2383 0.8706 0.3072
H 2.03549 -4.89980 -0.58050 0.0203 0.7683 0.2347 0.3579
H 0.87315 -3.42736 -3.03211 0.9637 -0.2847 1.5126 0.3297
H 0.16032 -4.54338 -1.83597 0.8314 1.3717 0.0938 0.3020
H -1.78765 -3.53805 -0.41612 0.0453 -1.2122 -0.2809 0.4229
H -2.37197 -1.34583 0.64381 1.7515 -0.3655 -2.3413 0.3260
H -0.93613 0.48754 -0.17884 0.2229 -0.4834 -0.6965 0.8819
H 1.13013 -0.50703 -1.77880 -0.5147 -0.2211 0.5939 0.4628
H 3.07047 -2.05250 -0.46042 -0.9540 -1.1383 1.6198 0.4350
H 1.53330 -2.44376 0.26029 0.8550 0.5458 0.1089 0.1336
H 2.82181 -3.13946 0.92609 0.4303 0.0389 -0.8465 0.3663
H 5.03566 -0.99207 0.03106 4.2441 -0.8781 -1.1361 0.2671
H 4.14441 0.17334 0.31185 -0.1193 2.0471 0.1197 0.2528
O 4.21229 -0.74937 0.28187 -3.9028 -1.0529 0.9837 -0.5906
H -4.58764 -0.17701 1.20502 3.8955 1.3381 -0.5323 0.3231
H -3.38385 0.97613 1.05349 -0.2929 1.2808 0.0376 0.2996
O -3.54890 0.04588 1.03506 -3.7111 -2.5372 0.7735 -0.6771
H -1.91428 2.27920 -3.50558 -1.6318 -2.5181 0.2897 0.3191
H -1.85956 3.72542 -3.05165 0.7235 -1.2618 -1.5105 0.3275
O -1.41096 3.03280 -3.63494 0.8125 3.8964 1.3297 -0.6640
H -0.32358 3.18477 -1.78695 1.0392 -0.0941 0.2825 0.3281
H 1.03687 3.40458 -0.77562 -4.3695 -1.1272 -0.8126 0.2718
O -0.02257 3.13632 -0.85396 3.3788 1.0154 0.2279 -0.6018
H -3.96592 -0.08206 -0.89234 2.1784 -0.4875 2.0948 0.3888
H -4.25300 -0.06354 -2.32782 1.5671 -0.7322 -3.7682 0.3036
O -4.61249 0.07631 -1.51830 -3.7643 1.2333 1.4693 -0.6131
H -0.93353 2.31385 3.93935 -0.1415 -0.0644 -0.7674 0.3217
H -1.15168 1.28160 2.78058 -0.1760 0.5089 -2.1280 0.3196
O -1.08736 1.39182 3.69567 0.4642 -0.5578 2.8708 -0.6304
H 4.31900 1.91457 -1.14300 -1.1705 0.0535 0.3395 0.2653
H 3.79468 3.00202 -1.93654 -1.3505 -0.7703 1.0737 0.3312
O 3.43609 2.34957 -1.25454 2.5199 0.8089 -1.4865 -0.5680
H -0.34772 4.08868 1.62899 4.7104 0.7520 -3.1396 0.2398
H -1.90828 3.78725 1.40831 2.1334 -0.0651 0.6082 0.3481
O -1.13505 3.96933 1.99470 -5.5929 -0.3649 3.7650 -0.6179
H 0.67130 0.13252 4.13347 1.5889 -0.0958 0.3686 0.3428
H 2.29654 -0.26594 4.34848 0.6948 0.2991 1.5258 0.2595
O 1.53835 -0.23912 3.80904 -2.5413 0.3962 -1.4347 -0.6275
H 1.08165 -0.98289 2.49949 0.7428 -1.5528 -0.2314 0.4771
H 0.31241 -0.75990 1.31675 0.7568 -2.0367 -0.2718 0.1608
O 0.84911 -1.53607 1.68561 -1.2874 3.0522 0.4863 -0.7135
H -3.31880 3.60013 0.50005 1.0930 -2.8509 -0.1486 0.3849
H -2.10848 3.19043 -0.30722 -0.1786 -1.3483 0.9901 0.3096
O -2.67086 2.77556 0.41410 -2.0564 3.7454 -1.7148 -0.6988
```
Positions in Å, forces in eV/Å.

---

(2)
C4H7ClS in the gas phase at a distorted geometry, computed with ωB97M-V/def2-TZVPD.

Output
largest force on an atom: 2.8 eV/A
DFT total energy: -27617.8829 eV
structure (SMILES): CC[C@@H](Cl)C=S
E_LUMO: -0.636 eV
ΔE to the lowest compared entry with this formula, charge and spin: 0.827 eV
2S+1: 1
HOMO-LUMO gap: 0.3086 hartree

Geometry as XYZ:
```
13
Properties=species:S:1:pos:R:3:forces:R:3:mulliken_charge:R:1
C -1.42119 -0.59817 -0.15817 0.9958 -1.4379 -0.3306 -0.9906
C -0.62633 0.73159 0.00760 -2.1846 0.3526 1.1622 -0.4600
C 0.85148 0.58970 -0.26046 0.3483 -0.1427 -0.6654 0.0182
Cl 2.00612 2.02952 -0.06887 -0.9674 -0.3656 0.5175 -0.2086
C 1.48287 -0.57249 0.53157 0.3064 0.7610 0.9505 -0.2386
S 2.25153 -1.74930 -0.25690 -0.2879 0.1287 0.6156 -0.1694
H -0.98193 -1.29046 -0.93733 -0.3253 0.7186 0.7926 0.2659
H -2.44191 -0.39670 -0.50071 0.1630 0.0037 0.4113 0.3386
H -1.41802 -1.15677 0.82537 -0.1956 0.4486 -1.2183 0.2799
H -0.89118 0.93222 1.06954 0.7061 0.7125 -0.5732 0.2527
H -1.19726 1.46328 -0.62104 1.2403 -0.1948 0.4588 0.3452
H 0.92423 0.50244 -1.35782 0.3086 -0.8270 0.6259 0.3087
H 1.46159 -0.48489 1.72723 -0.1078 -0.1578 -2.7469 0.2580
```
Positions in Å, forces in eV/Å.

---

(3)
A molecular structure, C19H53IN6O3P2Si at a distorted geometry, computed with ωB97M-V/def2-TZVPD.

Output
largest force on an atom: 4.8 eV/A
DFT total energy: -70203.2913 eV
E_LUMO: 0.547 eV
ΔE to the lowest compared entry with this formula, charge and spin: 0.000 eV
2S+1: 1
HOMO-LUMO gap: 0.3263 hartree

Geometry as XYZ:
```
85
Properties=species:S:1:pos:R:3:forces:R:3:mulliken_charge:R:1
C -0.18758 -5.53897 6.82150 -0.1108 -0.1305 -0.1893 -1.2014
C -0.64280 -5.71850 5.36679 -0.3892 0.1822 0.1805 -0.2164
C -1.88332 -4.87607 5.04738 -0.2740 -0.4563 0.2646 -0.7657
C -2.16601 -4.78043 3.56837 0.6587 0.2947 0.1095 -0.5230
O -1.08114 -4.09346 2.91360 -0.2040 -0.0299 -0.0040 -0.0111
Si -1.37221 -3.67249 1.34342 -0.2538 -0.3427 -0.2504 0.1669
C 0.21474 -3.74894 0.37417 0.3476 0.7283 0.3694 -0.3741
I -0.33846 -3.39251 -1.67285 0.0783 -0.3977 -0.0453 0.0283
C 1.27042 -2.69875 0.79149 0.6170 -0.4587 -0.5660 -0.2650
C 2.67981 -3.21232 0.47879 -0.1962 0.0736 0.1564 -1.2636
H 0.63277 -4.82780 6.90262 0.0053 0.0104 0.0678 0.2928
H 0.11972 -6.49520 7.24349 0.2037 0.0830 0.0690 0.3354
H -1.01441 -5.17476 7.43412 0.0183 0.0090 0.0431 0.3329
H -0.94311 -6.75935 5.22637 0.2221 -0.0490 -0.2085 0.2600
H 0.14819 -5.47946 4.65747 0.0949 -0.0820 0.0586 0.2775
H -1.85846 -3.90266 5.54158 0.1841 0.1419 -0.2619 0.3835
H -2.73600 -5.40716 5.48797 -0.0795 0.1595 0.0587 0.3602
H -2.21614 -5.79176 3.15354 -0.2481 0.0168 -0.0587 0.2906
H -3.09792 -4.24156 3.37514 -0.1188 -0.1503 0.0467 0.3357
H -2.31451 -4.67415 0.78675 -0.0242 0.0245 -0.0171 -0.1934
H -2.02215 -2.34393 1.26408 0.1556 0.0687 -0.0349 -0.1354
H 0.67815 -4.73358 0.40607 -0.2412 -0.1347 -0.0732 0.4886
H 1.14485 -1.80134 0.18783 -0.2563 0.2753 0.4259 0.1578
H 1.21421 -2.47243 1.85848 -0.2394 0.1076 -0.0166 0.3193
H 3.42385 -2.44468 0.68489 0.0168 0.0168 -0.0694 0.2771
H 2.90147 -4.09429 1.08311 0.0574 -0.0539 -0.0622 0.4181
H 2.73189 -3.47763 -0.57862 0.1454 -0.0378 0.0026 0.2736
O 3.65328 0.09338 -0.12651 -2.4104 -0.3741 0.3349 -0.8058
P 3.55750 1.54561 -0.40358 4.1549 1.7818 -0.4644 0.7114
N 4.14053 1.73610 -2.00102 -0.3159 0.2119 -0.1467 0.1736
C 5.54037 2.02713 -2.25105 0.0999 0.0722 0.0627 -0.9743
C 3.60615 0.73754 -2.91931 -0.0596 -0.1549 0.0076 -1.0365
N 4.61117 2.20033 0.75266 0.2582 -0.3607 0.1170 0.2477
C 5.50681 3.31523 0.53109 -0.2686 0.3900 0.1244 -1.1707
C 5.11102 1.30593 1.79017 0.1139 -0.1379 -0.0769 -1.0002
N 2.55040 2.90517 -0.39001 -1.9501 -1.4241 0.1201 0.1173
C 1.72606 2.97490 0.83855 0.1999 0.1148 0.2499 -1.0570
C 1.64203 3.08221 -1.54370 0.1204 0.0610 -0.3148 -1.0887
H 5.79134 3.04433 -1.95801 0.0096 -0.0578 0.0540 0.3065
H 5.72663 1.97317 -3.32478 -0.0656 -0.1218 -0.0059 0.3498
H 6.22702 1.33058 -1.75065 0.0171 0.0017 -0.0407 0.2836
H 2.53227 0.61184 -2.76950 0.0193 -0.0330 0.0338 0.2725
H 4.07446 -0.24621 -2.79758 -0.0161 0.0048 0.0058 0.3050
H 3.75050 1.07395 -3.94853 0.0355 0.0470 0.0199 0.3824
H 6.46705 2.99771 0.10891 0.0102 0.0389 0.0473 0.3546
H 5.71512 3.81785 1.48031 -0.0299 -0.0337 0.0262 0.3519
H 5.05579 4.05949 -0.12486 -0.0373 -0.0904 -0.0750 0.3124
H 5.95681 0.69537 1.45145 0.0200 0.0001 0.0447 0.2865
H 4.33110 0.63466 2.13608 -0.0117 -0.0496 -0.0859 0.2462
H 5.43638 1.90258 2.64607 0.0273 0.0712 -0.0632 0.3566
H 0.98183 2.17411 0.88597 -0.0722 0.0620 -0.0534 0.3040
H 1.20455 3.93099 0.86534 0.0102 0.0144 -0.0647 0.3896
H 2.36253 2.91489 1.71972 0.0625 -0.0413 -0.0423 0.3367
H 1.02337 2.20263 -1.73417 -0.1524 0.0943 0.0245 0.3692
H 2.20600 3.32888 -2.44026 0.1433 -0.1280 0.0566 0.2558
H 0.97292 3.91702 -1.33971 -0.0197 -0.0389 0.1189 0.4418
O -1.58638 1.90738 -1.57054 1.0777 2.0951 -1.2867 -0.7422
P -2.94579 2.03541 -2.14836 -2.7077 -3.6296 1.6295 0.5615
N -3.94581 2.49994 -0.84308 -0.2099 0.3379 -0.1271 0.1298
C -4.62730 1.49645 -0.04233 -0.0372 -0.1418 -0.0345 -0.9827
C -3.36597 3.56188 -0.02974 0.1529 0.0207 0.0304 -1.0687
N -3.21404 0.44966 -2.68099 0.2279 -0.1726 0.1651 0.2645
C -4.46964 -0.26671 -2.59205 -0.1868 0.0915 -0.4016 -1.1087
C -2.06301 -0.44947 -2.66850 -0.0049 0.1344 0.1698 -1.1847
N -3.92408 2.68768 -3.37846 1.8054 1.8627 -0.4149 0.0519
C -3.27036 2.63977 -4.70542 -0.0538 -0.3576 -0.1142 -1.0795
C -4.42849 4.06244 -3.18054 -0.2791 -0.0275 0.1715 -0.8924
H -5.43578 1.02958 -0.60030 0.0647 -0.0577 -0.0342 0.2950
H -5.09820 1.98572 0.81152 0.1126 0.0664 0.0226 0.3559
H -3.95624 0.71495 0.33816 -0.0201 0.0098 0.0334 0.2980
H -2.94591 4.34626 -0.66243 0.0378 -0.0295 0.0052 0.3338
H -2.56596 3.20354 0.62876 0.0052 0.0127 -0.0125 0.2985
H -4.14638 4.02289 0.57949 -0.0372 -0.0432 -0.0164 0.3811
H -4.59180 -0.76879 -1.62580 -0.0117 -0.0313 -0.0269 0.3361
H -4.51380 -1.03536 -3.36907 0.0480 0.0089 -0.0080 0.3270
H -5.31684 0.39779 -2.76038 0.0469 0.0878 0.0743 0.3185
H -1.86090 -0.85900 -1.67695 -0.0107 -0.0138 -0.0041 0.3164
H -1.17163 0.07188 -3.00651 0.0286 -0.0147 0.0827 0.2858
H -2.23675 -1.28033 -3.35730 -0.1835 0.0045 0.0319 0.4324
H -2.40453 3.30678 -4.76868 -0.0516 0.0658 -0.0334 0.3265
H -3.98850 2.93224 -5.47069 -0.0406 0.0201 0.0421 0.4093
H -2.94330 1.62521 -4.92387 0.0110 -0.0213 0.0845 0.3125
H -3.63628 4.78622 -2.96575 -0.0062 0.0375 -0.0859 0.3118
H -5.15396 4.08159 -2.37212 0.1022 -0.0544 0.0986 0.2504
H -4.93921 4.38123 -4.08875 0.0576 -0.0495 -0.0508 0.3914
```
Positions in Å, forces in eV/Å.

---

(4)
2 unconnected molecules or ions with the total composition C2H4FI at a distorted geometry, computed with ωB97M-V/def2-TZVPD.

Output
largest force on an atom: 3.1 eV/A
DFT total energy: -12952.5990 eV
E_LUMO (alpha / beta): -0.328 / 0.057 eV
ΔE to the lowest compared entry with this formula, charge and spin: 3.781 eV
2S+1: 1
HOMO-LUMO gap (alpha / beta): 0.3141 / 0.3185 hartree

Geometry as XYZ:
```
8
Properties=species:S:1:pos:R:3:forces:R:3:mulliken_charge:R:1
C 1.38979 0.57608 -0.56958 -1.4161 0.3868 -2.2885 -0.9524
C -1.07951 -0.53661 0.57817 0.1396 -0.4705 0.5547 -0.2406
F -1.08803 -1.87774 0.32669 0.3100 0.9701 0.2624 -0.1841
I -2.85001 0.33834 -0.14088 0.5467 -0.0339 0.3210 0.0722
H 1.31237 -0.36056 -1.06325 0.0549 -0.4841 -0.3005 0.3477
H 1.23928 1.50164 -1.10567 -0.1737 -0.1519 -0.1476 0.2927
H 1.76802 0.65757 0.36175 1.1972 0.0013 2.8779 0.3409
H -0.69191 -0.29871 1.61278 -0.6586 -0.2177 -1.2794 0.3235
```
Positions in Å, forces in eV/Å.

---

(5)
C6H12O in the gas phase, computed with ωB97M-V/def2-TZVPD.

Output
largest force on an atom: 0.3 eV/A
DFT total energy: -8463.3119 eV
structure (SMILES): C[C@@H]1C[C@@H]1[C@@H](C)O
E_LUMO: 1.038 eV
ΔE to the lowest compared entry with this formula, charge and spin: 1.042 eV
2S+1: 1
HOMO-LUMO gap: 0.4076 hartree

Geometry as XYZ:
```
19
Properties=species:S:1:pos:R:3:forces:R:3:mulliken_charge:R:1
C 0.58408 2.10913 -0.31276 0.0145 0.0268 0.0183 -1.3355
C 0.27423 0.92168 -1.21352 0.0436 -0.0837 -0.1031 0.2464
C -1.10530 0.31425 -1.23460 -0.1553 0.0408 -0.0329 -0.8652
C 0.03357 -0.45807 -0.63514 0.1040 -0.0998 0.0305 -0.2711
C 0.14618 -0.67736 0.85681 -0.3292 0.0533 -0.0949 0.4171
C -0.58327 -1.92616 1.31975 -0.0289 -0.0253 -0.0165 -1.4427
O 1.51096 -0.83962 1.22739 0.2124 0.1099 -0.1000 -0.5651
H -0.31871 2.48053 0.18838 0.2320 -0.0798 -0.0577 0.3046
H 1.00202 2.93620 -0.89880 -0.1347 -0.1576 0.1170 0.3719
H 1.31960 1.85486 0.46306 -0.1516 0.1356 -0.1326 0.2543
H 0.79064 0.92822 -2.17197 -0.0838 0.0027 0.1846 0.4323
H -1.84173 0.74291 -0.55534 0.1751 -0.0750 -0.0735 0.2394
H -1.52260 -0.02189 -2.18097 0.1182 0.0446 0.1891 0.2778
H 0.41484 -1.30264 -1.21242 -0.0898 0.1868 0.0705 0.3352
H -0.27648 0.19702 1.37980 0.0673 -0.1020 -0.0789 0.2044
H -1.65558 -1.84282 1.11411 0.1500 -0.0152 0.0457 0.3364
H -0.43412 -2.07626 2.39413 -0.0407 0.0304 -0.1761 0.3587
H -0.18714 -2.79969 0.79094 -0.0709 0.0968 0.0785 0.3490
H 2.03488 -0.25253 0.66816 -0.0324 -0.0893 0.1319 0.3520
```
Positions in Å, forces in eV/Å.

---

(6)
2 unconnected molecules or ions with the total composition C4H12O3 at a distorted geometry, computed with ωB97M-V/def2-TZVPD.

Output
largest force on an atom: 6.0 eV/A
DFT total energy: -10482.7892 eV
structure (SMILES): OCCCCO.O
E_LUMO: 0.731 eV
ΔE to the lowest compared entry with this formula, charge and spin: 2.350 eV
2S+1: 1
HOMO-LUMO gap: 0.3989 hartree

Geometry as XYZ:
```
19
Properties=species:S:1:pos:R:3:forces:R:3:mulliken_charge:R:1
O 0.27718 -2.50600 -1.13735 2.8069 -0.2099 -1.8235 -0.5616
C 0.36984 -1.11197 -0.75783 1.7206 -0.2182 -2.7685 -0.2474
C -0.82058 -0.92278 0.06112 -0.6016 0.7359 -0.4675 -0.6390
C -1.10690 0.50496 0.39773 -0.1331 1.1871 1.3210 -0.9789
C -0.00583 1.02595 1.45323 -1.5390 1.0749 -1.6033 -0.2601
O 0.28777 0.08946 2.33938 1.4104 -5.2990 2.5226 -0.5187
H 1.17256 -2.69304 -1.61017 -2.5213 0.1576 1.1534 0.3446
H 1.37854 -1.06408 -0.31126 -0.4974 0.8769 0.3056 0.3182
H 0.33139 -0.37436 -1.70097 0.1239 -1.8291 1.9334 0.2327
H -0.74879 -1.39298 1.00535 -0.0520 -1.2478 0.7781 0.3732
H -1.54174 -1.52609 -0.49790 -0.6721 0.7083 0.2264 0.3712
H -2.17047 0.62098 0.63338 0.2952 0.0094 0.9224 0.2809
H -0.99952 1.23838 -0.35063 0.0186 0.3460 -1.7643 0.6252
H -0.36647 1.77329 2.20405 0.1199 0.6955 -1.7801 0.2931
H 0.93362 1.32384 0.85827 -1.1671 0.0989 0.7938 0.3112
H 0.23236 -0.87657 2.01928 0.4073 2.5350 0.5273 0.2858
O 1.08711 1.67314 -1.79450 -0.2547 1.2655 0.3445 -0.6391
H 1.00445 2.64177 -1.89331 0.2789 -0.5617 -0.3593 0.2841
H 0.68547 1.57609 -0.91787 0.2563 -0.3253 -0.2620 0.1245
```
Positions in Å, forces in eV/Å.